No. 1
{"formula": "C22H25N3O3", "method": "wB97M-V/def2-TZVPD", "charge": 0, "homo_energy_ev": -8.20, "lumo_energy_ev": 0.2, "orbital_gap_ev": 8.402, "elements": ["O", "O", "O", "N", "N", "N", "C", "C", "C", "C", "C", "C", "C", "C", "C", "C", "C", "C", "C", "C", "C", "C", "C", "C", "C", "C", "C", "C", "H", "H", "H", "H", "H", "H", "H", "H", "H", "H", "H", "H", "H", "H", "H", "H", "H", "H", "H", "H", "H", "H", "H", "H", "H"], "coordinates": [[-0.963, -0.940, -0.770], [-0.341, 1.198, -2.770], [-5.259, -1.146, -0.003], [-3.541, 1.556, 0.540], [1.210, -0.304, -0.622], [-1.171, 2.106, -0.870], [-0.250, 1.420, -1.578], [0.209, -1.233, -0.629], [-2.464, 2.361, -1.471], [3.832, 2.537, 0.893], [1.923, -3.088, -0.779], [1.031, 1.051, -0.868], [-2.256, 1.256, 1.142], [-0.243, -3.523, 0.169], [-1.202, 2.211, 0.568], [5.097, 2.315, 1.404], [-4.757, -0.600, 1.193], [1.973, 1.975, -0.634], [0.662, -2.632, -0.404], [4.129, 0.711, -0.631], [5.880, 1.288, 0.904], [5.396, 0.495, -0.123], [0.115, -4.839, 0.391], [2.274, -4.408, -0.563], [1.377, -5.282, 0.029], [-3.474, 1.366, -0.899], [-4.676, 0.942, 1.194], [3.320, 1.726, -0.119], [1.658, -6.311, 0.198], [-5.581, 1.328, 0.717], [3.223, 3.339, 1.284], [6.869, 1.116, 1.302], [-1.470, 3.241, 0.826], [-0.591, -5.521, 0.841], [2.135, -0.588, -0.328], [-2.766, 3.385, -1.232], [-5.464, -0.911, 1.967], [2.624, -2.430, -1.271], [3.783, 0.125, -1.472], [-3.775, -1.027, 1.435], [1.714, 3.010, -0.810], [-4.667, 1.280, 2.235], [-0.220, 1.980, 0.982], [3.251, -4.758, -0.862], [-4.604, -1.032, -0.701], [-2.330, 1.396, 2.223], [6.013, -0.291, -0.535], [-1.226, -3.164, 0.434], [-3.125, 0.358, -1.173], [-1.928, 0.226, 0.933], [-4.462, 1.544, -1.328], [5.476, 2.948, 2.192], [-2.366, 2.238, -2.549]], "nbo_charge": [-0.61, -0.61, -0.72, -0.46, -0.62, -0.43, 0.68, 0.67, -0.23, -0.14, -0.20, 0.12, -0.25, -0.17, -0.21, -0.22, -0.09, -0.25, -0.09, -0.23, -0.21, -0.20, -0.21, -0.21, -0.19, -0.24, -0.23, -0.09, 0.22, 0.20, 0.20, 0.22, 0.20, 0.22, 0.42, 0.20, 0.18, 0.21, 0.21, 0.16, 0.23, 0.20, 0.22, 0.22, 0.47, 0.20, 0.21, 0.23, 0.18, 0.19, 0.21, 0.21, 0.24]}

No. 2
{"formula": "C22H25N3O5", "method": "wB97M-V/def2-TZVPD", "charge": 0, "homo_energy_ev": -8.13, "lumo_energy_ev": 0.7, "orbital_gap_ev": 8.849, "elements": ["O", "O", "O", "O", "O", "N", "N", "N", "C", "C", "C", "C", "C", "C", "C", "C", "C", "C", "C", "C", "C", "C", "C", "C", "C", "C", "C", "C", "C", "C", "H", "H", "H", "H", "H", "H", "H", "H", "H", "H", "H", "H", "H", "H", "H", "H", "H", "H", "H", "H", "H", "H", "H", "H", "H"], "coordinates": [[1.493, -0.108, 2.292], [1.729, -4.150, 0.395], [-4.853, 2.249, -2.570], [3.025, 2.624, -0.099], [-4.092, 0.378, 1.717], [0.327, -1.807, 1.300], [3.207, -2.709, 1.305], [-0.643, -1.139, 0.593], [4.893, -0.277, -1.172], [-3.966, 1.633, -1.744], [2.359, -2.362, 2.427], [2.586, -0.900, -1.019], [2.250, 0.391, -0.667], [3.245, 1.353, -0.513], [-1.871, 0.666, -1.133], [1.760, 2.924, 0.452], [-3.647, 0.726, 0.481], [2.786, -3.540, 0.320], [-5.444, 0.598, 2.042], [4.264, -2.666, -1.481], [-2.314, 0.397, 0.156], [3.740, -3.691, -0.807], [-2.666, 1.281, -2.081], [3.913, -1.269, -1.234], [4.568, 1.011, -0.809], [-1.378, 0.202, 2.535], [-4.447, 1.341, -0.468], [1.339, -1.287, 2.022], [-1.391, -0.240, 1.107], [-4.449, 2.550, -3.884], [2.980, -1.974, 3.234], [-5.692, 1.664, 2.039], [-0.390, 0.589, 2.787], [5.326, 1.774, -0.726], [1.216, 0.634, -0.491], [-4.186, 1.644, -4.440], [3.957, -4.713, -1.083], [-2.265, 1.476, -3.062], [1.804, -1.635, -1.139], [4.003, -2.117, 1.128], [-6.112, 0.065, 1.359], [-0.864, 0.378, -1.393], [-2.124, 0.965, 2.724], [1.492, 2.202, 1.229], [5.924, -0.535, -1.369], [-3.601, 3.243, -3.895], [1.857, 3.916, 0.889], [0.980, 2.943, -0.317], [0.453, -2.759, 0.952], [-5.568, 0.203, 3.050], [-5.468, 1.611, -0.258], [-5.308, 3.025, -4.355], [4.992, -2.853, -2.261], [-1.565, -0.655, 3.182], [1.839, -3.267, 2.753]], "nbo_charge": [-0.65, -0.65, -0.49, -0.51, -0.50, -0.48, -0.59, -0.30, -0.18, 0.35, -0.31, -0.12, -0.34, 0.40, -0.06, -0.26, 0.35, 0.65, -0.25, -0.14, -0.19, -0.29, -0.37, -0.16, -0.29, -0.71, -0.35, 0.65, 0.31, -0.25, 0.23, 0.18, 0.27, 0.22, 0.23, 0.18, 0.23, 0.22, 0.22, 0.41, 0.18, 0.22, 0.23, 0.21, 0.21, 0.18, 0.20, 0.17, 0.44, 0.20, 0.23, 0.20, 0.22, 0.23, 0.23]}

No. 3
{"formula": "C22H25N5O4", "method": "wB97M-V/def2-TZVPD", "charge": 0, "homo_energy_ev": -8.64, "lumo_energy_ev": 0.6, "orbital_gap_ev": 9.203, "elements": ["O", "O", "O", "O", "N", "N", "N", "N", "N", "C", "C", "C", "C", "C", "C", "C", "C", "C", "C", "C", "C", "C", "C", "C", "C", "C", "C", "C", "C", "C", "C", "H", "H", "H", "H", "H", "H", "H", "H", "H", "H", "H", "H", "H", "H", "H", "H", "H", "H", "H", "H", "H", "H", "H", "H", "H"], "coordinates": [[-1.009, 5.608, 0.359], [-3.431, -2.490, 0.663], [-1.927, -2.015, -2.021], [-5.314, -1.655, -0.234], [2.226, -1.848, -0.645], [2.117, -0.568, 1.142], [0.961, -1.104, 0.970], [1.037, -1.864, -0.100], [-1.454, -0.667, -0.260], [-3.327, -4.795, 1.341], [-0.062, -2.605, -0.627], [-4.256, -1.500, 0.312], [-2.588, 0.220, -0.380], [-3.794, -3.819, 0.276], [-2.200, 3.947, -0.975], [4.969, -1.345, -1.101], [-3.663, -0.155, 0.669], [6.302, -1.099, -1.353], [2.912, -1.022, 0.151], [-1.391, 2.055, 0.881], [-1.423, 4.338, 0.110], [6.343, 0.441, 0.482], [-1.256, -1.721, -1.059], [-2.560, 2.618, -1.123], [-2.165, 1.658, -0.206], [-1.021, 3.373, 1.036], [4.338, 0.928, 1.888], [-1.389, 6.628, -0.534], [5.001, 0.211, 0.758], [4.310, -0.701, -0.052], [6.993, -0.201, -0.556], [-0.853, -0.550, 0.550], [-0.953, 7.544, -0.137], [6.889, 1.141, 1.099], [-3.006, 0.069, -1.382], [0.291, -3.172, -1.490], [-2.530, 4.663, -1.711], [-4.880, -3.861, 0.147], [-0.417, 3.686, 1.873], [3.480, 1.494, 1.530], [-0.439, -3.293, 0.137], [-0.997, 6.449, -1.540], [4.411, -2.040, -1.709], [-3.817, -4.584, 2.288], [8.038, -0.001, -0.742], [-3.205, -0.196, 1.657], [5.036, 1.605, 2.373], [3.961, 0.217, 2.621], [-1.068, 1.334, 1.618], [-3.319, -4.022, -0.690], [-2.477, 6.737, -0.580], [-3.570, -5.808, 1.035], [-2.252, -4.718, 1.484], [-3.161, 2.329, -1.972], [-4.456, 0.593, 0.654], [6.802, -1.604, -2.167]], "nbo_charge": [-0.49, -0.53, -0.62, -0.59, -0.24, -0.26, -0.08, 0.02, -0.63, -0.62, -0.32, 0.81, -0.06, -0.09, -0.26, -0.18, -0.50, -0.23, 0.24, -0.14, 0.29, -0.22, 0.69, -0.19, -0.08, -0.26, -0.64, -0.25, 0.02, -0.05, -0.19, 0.43, 0.20, 0.21, 0.24, 0.26, 0.21, 0.21, 0.23, 0.23, 0.24, 0.18, 0.23, 0.21, 0.21, 0.22, 0.21, 0.23, 0.20, 0.19, 0.18, 0.22, 0.20, 0.21, 0.24, 0.22]}

No. 4
{"formula": "C22H25N5O7P2RuS", "method": "wB97M-V/def2-TZVPD", "charge": -1, "homo_energy_ev": [-4.64, -4.73], "lumo_energy_ev": [0.6, 1.5], "orbital_gap_ev": [5.241, 6.254], "multiplicity": 2, "elements": ["Ru", "S", "P", "P", "O", "O", "O", "O", "O", "O", "O", "N", "N", "N", "N", "N", "C", "C", "C", "C", "C", "C", "C", "C", "C", "C", "C", "C", "C", "C", "C", "C", "C", "C", "C", "C", "C", "C", "H", "H", "H", "H", "H", "H", "H", "H", "H", "H", "H", "H", "H", "H", "H", "H", "H", "H", "H", "H", "H", "H", "H", "H", "H"], "coordinates": [[0.492, 0.707, -0.718], [2.539, 0.399, 0.633], [-1.945, 0.805, 3.502], [-0.810, 2.679, 0.874], [-2.285, 2.668, 0.746], [-0.273, 3.645, 1.999], [-1.698, -0.301, 4.446], [0.018, 2.907, -0.371], [-3.564, 1.020, 3.341], [-1.390, 2.170, 3.759], [-0.764, -1.073, 1.830], [0.629, 1.091, 2.435], [-1.675, -0.065, -0.610], [1.161, -0.529, -2.406], [2.806, 1.154, 3.123], [-0.302, 1.078, 1.454], [0.986, 1.505, -3.595], [-1.391, 0.200, 1.745], [1.019, 0.093, -3.605], [0.770, -0.567, -4.825], [0.664, 2.212, -4.729], [1.871, 0.929, 2.185], [2.712, -4.255, -1.423], [-3.708, 0.226, 0.586], [2.501, 1.689, 4.432], [0.384, 1.544, -5.916], [1.651, -1.775, -2.181], [-4.427, 0.188, -0.597], [1.747, -3.641, -0.634], [-1.629, -2.144, 2.116], [-3.743, 0.024, -1.795], [-2.322, 0.172, 0.545], [0.452, 0.159, -5.956], [3.143, -3.633, -2.586], [1.224, -2.426, -1.004], [-2.374, -0.128, -1.748], [1.791, 0.694, 5.344], [2.626, -2.413, -2.971], [1.232, 2.021, -2.656], [-4.214, 0.317, 1.529], [-5.502, 0.282, -0.578], [0.234, -0.361, -6.880], [3.903, -4.108, -3.193], [-0.715, 3.271, 2.812], [1.666, 1.126, 6.333], [-2.288, -2.360, 1.263], [0.778, -1.648, -4.851], [-2.216, -1.927, 3.008], [2.366, -0.224, 5.436], [0.107, 2.101, -6.798], [3.132, -5.204, -1.122], [0.618, 3.291, -4.691], [-0.984, -3.000, 2.305], [1.407, -4.110, 0.277], [1.856, 2.560, 4.294], [0.808, 0.461, 4.944], [3.722, 0.781, 2.931], [0.471, -1.925, -0.391], [3.448, 2.017, 4.872], [-1.793, -0.332, -2.643], [-4.266, -0.021, -2.738], [-3.658, 1.900, 2.971], [3.001, -1.916, -3.855]], "mulliken_spin": [1.15, 0.08, 0.00, 0.01, 0.00, 0.00, -0.01, -0.02, 0.00, 0.00, -0.01, -0.04, 0.02, -0.02, 0.00, -0.09, 0.00, -0.01, 0.00, -0.02, 0.01, -0.01, -0.01, 0.00, 0.00, -0.02, -0.02, 0.00, 0.00, 0.00, 0.01, 0.00, 0.01, 0.00, 0.02, -0.01, 0.00, -0.01, -0.02, 0.00, 0.00, 0.00, 0.00, 0.00, 0.00, 0.00, 0.00, 0.00, 0.00, 0.00, 0.00, 0.00, 0.00, 0.00, 0.00, 0.00, 0.00, 0.00, 0.00, 0.00, 0.00, 0.00, 0.00]}

Relative energy (zero: lowest compared OMol25 entry of this formula, charge and spin) / kcal per mole: 62.1 96.1 12.8 110.1
Electronic energy / Eh: -1243.33397 -1393.76087 -1428.08511 -2829.83030